The following is a quantum chemistry calculation of 13 unconnected molecules or ions with the total composition C32H56BFN14O2 in a non-equilibrium geometry, from the OMol25 dataset.

```
106
Properties=species:S:1:pos:R:3:forces:R:3
C 1.749379 2.295677 -0.788190 -0.01 0.23 -1.23
C 0.903717 0.896485 -1.134196 0.79 2.44 0.23
F 1.585695 0.322332 -2.338045 -1.60 0.78 2.70
C 0.937166 -0.055997 0.188149 3.15 -1.75 -1.65
C 2.561500 -0.186126 0.584927 -0.42 -0.11 -0.08
C 0.527135 -1.619789 -0.246239 -0.66 -0.48 2.05
N 1.650596 -2.356422 -0.945080 -0.98 -0.77 0.08
O 0.287470 0.424366 1.389396 -0.58 0.48 -1.85
C -0.872224 1.281412 1.199957 -1.38 1.76 1.08
B -2.229262 0.522702 0.611328 -0.90 -1.19 0.02
O -2.735373 -0.620472 1.441300 -0.28 2.68 -0.68
N -2.971469 0.869738 -0.656650 2.15 0.36 0.76
C -2.728699 -0.100227 -1.787589 -0.57 -1.01 -0.62
C -2.841975 2.315594 -1.065027 -1.27 0.79 -0.54
H 1.451357 3.121098 -1.595793 0.52 -1.75 1.78
H 1.498664 2.716152 0.277155 0.58 -0.98 -2.07
H 2.921192 2.137795 -0.935487 -2.68 0.13 0.56
H -0.154195 1.242946 -1.492142 1.91 -1.08 0.64
H 2.670834 -1.144377 1.264652 -0.08 2.19 -1.65
H 3.212333 -0.266767 -0.411544 -1.55 -0.08 2.40
H 2.944522 0.735786 1.201665 -0.99 -1.67 -1.20
H -0.505266 -1.672938 -0.812721 2.20 0.14 0.81
H 0.348838 -2.196911 0.783355 0.02 1.48 -1.92
H 1.246313 -3.073579 -1.609889 0.72 1.15 1.28
H 2.283826 -2.848355 -0.248406 -1.29 0.87 -1.16
H -0.650230 2.319610 0.653293 -0.15 -2.35 0.97
H -1.197966 1.624062 2.299782 0.88 -0.76 -2.16
H -3.639664 -0.401329 1.817898 1.48 -0.48 -1.10
H -1.607159 -0.274327 -2.070407 -1.79 0.57 0.56
H -3.156707 -1.160194 -1.455410 0.84 2.46 -0.83
H -3.262443 0.276153 -2.786121 0.96 -0.88 2.41
H -1.884882 2.582766 -1.682678 -1.57 -0.45 1.21
H -3.779209 2.552264 -1.764310 2.16 -0.51 1.49
H -2.969073 3.047818 -0.131171 0.48 -1.72 -2.07
C -5.922744 5.074194 -3.482661 1.07 -0.04 0.66
C -4.651732 5.031699 -2.650103 6.95 -0.11 4.52
N -3.597346 4.996396 -1.959467 -8.47 0.51 -5.62
H -5.683397 5.343887 -4.514957 0.10 -0.03 0.21
H -6.407108 4.093940 -3.473851 0.11 0.18 0.11
H -6.612930 5.816193 -3.071685 0.17 -0.17 0.03
C 2.182374 5.134276 -4.293253 0.71 0.17 1.00
C 3.055481 5.353136 -3.068420 4.80 1.19 6.71
N 3.779740 5.534659 -2.052325 -5.74 -1.45 -8.14
H 2.487261 4.220070 -4.809904 0.03 0.13 0.19
H 1.135179 5.041155 -3.992762 0.21 0.03 0.07
H 2.282384 5.980688 -4.978384 0.06 -0.09 0.21
C 4.037835 -2.463451 4.799132 -0.18 -0.13 -1.82
C 3.892360 -2.599862 3.292261 -0.69 -0.91 -8.22
N 3.771679 -2.712969 2.042222 1.02 0.57 10.02
H 5.085229 -2.285652 5.057994 -0.21 0.00 -0.16
H 3.435090 -1.624451 5.157409 0.17 -0.29 -0.41
H 3.700226 -3.380066 5.290717 0.01 0.18 -0.27
C 6.597616 -2.854939 -0.132546 1.40 -1.24 0.07
C 7.713682 -3.886470 -0.104779 6.00 -5.77 0.18
N 8.639554 -4.742146 -0.081722 -7.29 6.78 -0.18
H 6.105484 -2.811770 0.842954 0.11 -0.03 -0.18
H 7.007064 -1.868974 -0.368788 0.08 -0.73 0.10
H 5.859020 -3.125229 -0.892309 0.19 0.04 0.11
C -3.212518 -3.928671 -3.554309 -0.67 1.04 0.15
C -4.073360 -2.683721 -3.414738 -4.85 6.70 0.63
N -4.787456 -1.650956 -3.298906 5.43 -8.48 -1.11
H -2.212896 -3.653695 -3.901872 -0.20 0.07 0.06
H -3.127288 -4.433222 -2.588003 -0.07 0.15 -0.08
H -3.664063 -4.615124 -4.275912 -0.01 0.21 0.11
C 2.562914 -3.550562 8.929581 0.52 0.80 -0.77
C 3.205248 -2.529409 8.004874 3.47 5.64 -4.94
N 3.738089 -1.682266 7.237812 -4.28 -6.64 7.08
H 3.284717 -3.877031 9.683289 -0.02 0.15 -0.19
H 1.699171 -3.106920 9.432288 0.16 0.03 -0.20
H 2.232280 -4.419201 8.353415 0.05 0.23 -0.02
C -3.383949 -3.519353 1.511559 0.55 -1.32 -0.43
C -2.893894 -4.921106 1.186958 2.60 -7.64 -1.70
N -2.487383 -6.083933 0.917633 -3.22 9.24 2.06
H -2.633038 -2.783160 1.211874 -0.14 -0.25 0.02
H -4.315204 -3.316577 0.975619 0.20 -0.14 0.11
H -3.564114 -3.426976 2.586188 0.02 -0.15 -0.14
C -8.017626 -3.508589 -1.926475 0.69 0.20 1.01
C -7.144519 -3.289729 -0.701642 4.83 1.22 6.70
N -6.420260 -3.108206 0.314454 -5.97 -1.42 -8.23
H -7.712739 -4.422796 -2.443126 0.03 0.15 0.17
H -9.064821 -3.601711 -1.625984 0.21 0.01 0.08
H -7.917616 -2.662177 -2.611606 0.13 -0.10 0.18
C -8.226588 0.855229 -2.304406 -0.31 1.18 0.05
C -8.622657 2.322147 -2.263036 -2.18 8.00 0.23
N -8.951171 3.539050 -2.228695 2.68 -9.72 -0.31
H -7.607457 0.660899 -3.184502 -0.08 0.13 0.13
H -7.659527 0.596718 -1.405964 -0.07 0.15 -0.12
H -9.121527 0.228717 -2.353269 0.06 0.23 0.01
C -0.720603 -2.025849 3.556235 0.25 -0.47 1.25
C -0.436736 -2.566644 4.948137 1.59 -2.99 7.60
N -0.201294 -3.015234 6.102818 -1.82 3.57 -9.15
H -1.520966 -2.604848 3.087367 0.23 0.11 0.24
H -1.028418 -0.978512 3.618834 0.09 -0.22 0.01
H 0.178855 -2.096387 2.938319 -0.09 0.03 0.22
C 6.386418 2.366073 -0.878345 -0.33 -1.45 0.11
C 6.077149 0.891141 -0.679952 -1.73 -7.90 1.10
N 5.820646 -0.332409 -0.515376 1.58 10.59 -1.43
H 6.645571 2.824830 0.079799 -0.02 -0.20 -0.16
H 7.227584 2.481194 -1.567382 -0.24 -0.17 0.23
H 5.513470 2.877442 -1.293416 0.05 -0.15 0.06
C 7.607454 6.852543 -0.881858 0.39 -1.12 -0.28
C 8.097509 5.450790 -1.206459 2.69 -7.64 -1.80
N 8.504020 4.287963 -1.475784 -3.06 9.59 2.12
H 8.358365 7.588736 -1.181543 -0.04 -0.23 0.02
H 6.676199 7.055319 -1.417798 0.13 -0.19 0.05
H 7.427289 6.944920 0.192770 0.06 -0.14 -0.18
```
Positions in Å, forces in eV/Å.

The total energy comes out at -2294.142783 Eh.

These are the Mulliken partial charges, in e, on atoms 1 to 99: number 1, C, carries -0.622; number 2, C, carries 0.622; number 3, F, carries -0.432; number 4, C, carries 1.109; number 5, C, carries -0.753; number 6, C, carries 0.171; number 7, N, carries -0.539; number 8, O, carries -0.257; number 9, C, carries -0.398; number 10, B, carries 0.172; number 11, O, carries -0.279; number 12, N, carries 0.256; number 13, C, carries -0.290; number 14, C, carries -0.742; number 15, H, carries 0.087; number 16, H, carries 0.236; number 17, H, carries 0.027; number 18, H, carries -0.314; number 19, H, carries -0.515; number 20, H, carries 0.318; number 21, H, carries 0.350; number 22, H, carries -0.008; number 23, H, carries -0.095; number 24, H, carries 0.273; number 25, H, carries 0.214; number 26, H, carries 0.144; number 27, H, carries 0.162; number 28, H, carries 0.212; number 29, H, carries 0.092; number 30, H, carries -0.129; number 31, H, carries 0.276; number 32, H, carries 0.256; number 33, H, carries 0.055; number 34, H, carries 0.302; number 35, C, carries -0.587; number 36, C, carries 0.468; number 37, N, carries -0.505; number 38, H, carries 0.282; number 39, H, carries 0.083; number 40, H, carries 0.281; number 41, C, carries -0.739; number 42, C, carries 0.436; number 43, N, carries -0.503; number 44, H, carries 0.263; number 45, H, carries 0.257; number 46, H, carries 0.323; number 47, C, carries -0.823; number 48, C, carries 0.360; number 49, N, carries -0.623; number 50, H, carries 0.379; number 51, H, carries 0.382; number 52, H, carries 0.243; number 53, C, carries -0.154; number 54, C, carries 0.140; number 55, N, carries -0.463; number 56, H, carries 0.011; number 57, H, carries 0.234; number 58, H, carries 0.286; number 59, C, carries -0.810; number 60, C, carries 0.583; number 61, N, carries -0.551; number 62, H, carries 0.293; number 63, H, carries 0.225; number 64, H, carries 0.341; number 65, C, carries -0.754; number 66, C, carries 0.477; number 67, N, carries -0.579; number 68, H, carries 0.329; number 69, H, carries 0.257; number 70, H, carries 0.263; number 71, C, carries 0.760; number 72, C, carries 0.232; number 73, N, carries -0.549; number 74, H, carries -0.591; number 75, H, carries -0.170; number 76, H, carries 0.390; number 77, C, carries -0.723; number 78, C, carries 0.407; number 79, N, carries -0.594; number 80, H, carries 0.275; number 81, H, carries 0.339; number 82, H, carries 0.196; number 83, C, carries -0.603; number 84, C, carries 0.206; number 85, N, carries -0.453; number 86, H, carries 0.285; number 87, H, carries 0.259; number 88, H, carries 0.324; number 89, C, carries 0.766; number 90, C, carries 0.046; number 91, N, carries -0.504; number 92, H, carries -0.246; number 93, H, carries 0.156; number 94, H, carries -0.251; number 95, C, carries -0.712; number 96, C, carries 0.413; number 97, N, carries -0.539; number 98, H, carries 0.266; number 99, H, carries 0.396